Here is the molecule C5H8O from the Open Molecules 2025 dataset. Energies are from the ωB97M-V functional and the def2-TZVPD basis.

CARTESIAN COORDINATES (ANGSTROEM)
O: -1.452 1.836 0.262
C: -0.717 0.737 0.182
C: -1.100 -0.599 -0.411
C: 0.144 -1.391 -0.320
C: 1.313 -0.419 -0.327
C: 0.652 0.605 0.576
H: -0.871 2.601 0.152
H: 0.142 -0.263 1.291
H: -1.392 -0.288 -1.440
H: -1.970 -1.095 0.031
H: 0.226 -2.331 0.196
H: 1.588 -0.008 -1.326
H: 2.235 -0.827 0.101
H: 1.216 1.434 1.027

HOMO (alpha / beta)   -0.2071 / -0.2629 hartree
ΔE to the lowest compared entry with this formula, charge and spin   119.95 kcal per mole
Lowest unoccupied orbital energy (alpha / beta)   0.477 / 0.643 eV
Kohn-Sham gap (alpha / beta)   6.11 / 7.80 eV

Here is a structure of composition C39H50Br2Cl5N3O11ScSi from the Open Molecules 2025 dataset. Energies are from the ωB97M-V functional and the def2-TZVPD basis.

CARTESIAN COORDINATES (ANGSTROEM)
Sc: -0.558 -0.979 0.366
C: 3.702 1.106 2.758
N: 3.272 -0.154 2.187
C: 4.260 -0.949 1.490
C: 1.942 -0.369 1.990
O: 1.564 -1.315 1.288
C: 0.966 0.526 2.697
O: -0.321 -0.083 2.463
C: -1.271 -0.242 3.521
C: -1.991 -1.615 3.280
O: -1.540 -2.302 2.375
N: -2.988 -1.993 4.079
C: -3.375 -3.412 3.922
C: -3.285 -1.213 5.248
H: 4.659 1.341 2.240
H: 2.998 1.915 2.597
H: 3.848 1.067 3.859
H: 4.872 -1.398 2.214
H: 3.739 -1.682 0.887
H: 4.792 -0.327 0.812
H: 1.175 0.513 3.771
H: 0.919 1.536 2.280
H: -0.789 -0.399 4.517
H: -1.864 0.667 3.614
H: -2.492 -4.036 4.006
H: -4.077 -3.664 4.703
H: -3.811 -3.569 2.909
H: -2.413 -1.173 5.927
H: -3.562 -0.203 4.959
H: -4.093 -1.632 5.844
Cl: -2.280 2.223 1.579
C: -3.413 0.950 1.235
C: -2.906 -0.276 0.823
C: -3.895 -1.202 0.587
Cl: -3.520 -2.786 -0.035
C: -5.264 -0.928 0.702
Cl: -6.410 -2.113 0.290
C: -5.709 0.331 1.088
Cl: -7.355 0.762 1.195
C: -4.742 1.278 1.407
Cl: -5.242 2.767 2.019
C: 3.395 3.161 -2.668
C: 3.375 2.056 -1.593
C: 4.736 1.992 -0.935
C: 3.061 0.678 -2.207
O: 2.430 2.404 -0.568
Si: 0.782 2.268 -0.445
O: 0.225 0.833 -0.090
O: 0.167 2.980 -1.822
C: -0.881 2.720 -2.716
C: -0.442 1.678 -3.784
C: -1.106 4.050 -3.445
C: -2.182 2.380 -1.944
O: 0.519 3.222 0.890
C: 0.734 4.600 1.067
C: -0.618 5.253 1.346
C: 1.386 5.275 -0.121
C: 1.713 4.793 2.205
H: 3.874 2.807 -3.546
H: 3.956 4.025 -2.273
H: 2.381 3.424 -3.025
H: 5.559 1.969 -1.661
H: 4.839 1.120 -0.220
H: 4.921 2.881 -0.338
H: 3.874 0.342 -2.863
H: 2.147 0.698 -2.819
H: 2.875 -0.112 -1.501
H: 0.427 2.112 -4.257
H: -1.225 1.494 -4.516
H: -0.185 0.772 -3.258
H: -0.155 4.275 -3.962
H: -1.348 4.830 -2.740
H: -1.855 4.013 -4.241
H: -2.087 1.477 -1.324
H: -3.026 2.262 -2.670
H: -2.410 3.178 -1.282
H: -1.299 5.180 0.456
H: -0.479 6.319 1.662
H: -1.076 4.739 2.182
H: 0.728 5.253 -1.031
H: 2.404 4.883 -0.327
H: 1.574 6.339 0.098
H: 1.408 4.327 3.172
H: 1.828 5.884 2.446
H: 2.711 4.399 1.931
Br: 0.814 -9.588 1.915
C: 0.390 -7.850 1.200
C: 0.637 -6.699 1.915
C: 0.446 -5.479 1.306
C: -0.101 -5.384 0.048
C: -0.339 -6.525 -0.634
C: -0.101 -7.776 -0.107
C: -0.454 -4.007 -0.563
O: -0.880 -3.976 -1.716
O: -0.258 -3.024 0.244
H: 0.978 -6.747 2.924
H: 0.589 -4.484 1.823
H: -0.725 -6.380 -1.668
H: -0.234 -8.688 -0.677
Br: 2.358 -3.081 -6.626
C: 0.756 -2.746 -5.615
C: -0.493 -2.921 -6.199
N: -1.614 -2.595 -5.615
C: -1.556 -2.156 -4.353
C: -0.325 -1.941 -3.705
C: 0.853 -2.282 -4.335
C: -0.257 -1.527 -2.260
O: 0.857 -1.605 -1.739
O: -1.297 -1.113 -1.684
H: -0.506 -3.292 -7.228
H: -2.503 -2.044 -3.808
H: 1.771 -2.292 -3.795

HOMO   -0.2279 hartree
ΔE to the lowest compared entry with this formula, charge and spin   0.00 kcal per mole
Lowest unoccupied orbital energy   1.773 eV
Kohn-Sham gap   7.98 eV
Charge   -1

Here is a structure of composition CClNOS from the Open Molecules 2025 dataset. Energies are from the ωB97M-V functional and the def2-TZVPD basis.

CARTESIAN COORDINATES (ANGSTROEM)
C: -1.000 -0.366 -0.361
N: -1.910 0.370 -0.403
O: -0.083 -1.154 -0.428
S: 1.919 -0.163 0.116
Cl: 1.073 1.313 1.075

HOMO (alpha / beta)   -0.3606 / -0.3636 hartree
ΔE to the lowest compared entry with this formula, charge and spin   0.00 kcal per mole
Lowest unoccupied orbital energy (alpha / beta)   -0.847 / -3.711 eV
Multiplicity   3
Kohn-Sham gap (alpha / beta)   8.97 / 6.18 eV

Here is a cluster of 2 separate species, C6H12O in total from the Open Molecules 2025 dataset. Energies are from the ωB97M-V functional and the def2-TZVPD basis.

CARTESIAN COORDINATES (ANGSTROEM)
C: -1.457 1.248 -0.230
C: -0.004 0.878 -0.330
C: 0.415 -0.365 -0.534
C: -0.434 -1.520 -0.774
C: 0.045 -2.764 -0.708
C: 0.943 2.035 -0.392
H: -1.585 2.070 0.472
H: -2.112 0.457 0.113
H: -1.750 1.613 -1.217
H: 1.486 -0.527 -0.551
H: -1.467 -1.284 -0.996
H: 1.094 -2.881 -0.485
H: -0.581 -3.615 -0.923
H: 0.974 2.632 0.514
H: 0.730 2.623 -1.286
H: 1.955 1.686 -0.611
H: 0.292 -0.024 2.583
H: 1.108 -1.328 2.458
O: 0.346 -0.935 2.896

SMILES string   C=CC=C(C)C.O
HOMO   -0.3128 hartree
ΔE to the lowest compared entry with this formula, charge and spin   32.28 kcal per mole
Lowest unoccupied orbital energy   0.813 eV
Kohn-Sham gap   9.33 eV

Here is a cluster of 2 separate species, C3H4N2O in total from the Open Molecules 2025 dataset. Energies are from the ωB97M-V functional and the def2-TZVPD basis.

CARTESIAN COORDINATES (ANGSTROEM)
O: -1.520 1.587 -0.558
C: -0.880 0.483 -0.419
C: -0.071 0.485 0.779
N: 0.896 -0.507 0.418
C: 0.520 -1.023 -0.762
N: -0.561 -0.486 -1.310
H: -0.588 1.780 0.370
H: -0.555 0.331 1.743
H: 1.659 -0.846 0.981
H: 1.099 -1.804 -1.243

HOMO   -0.3249 hartree
ΔE to the lowest compared entry with this formula, charge and spin   79.94 kcal per mole
Lowest unoccupied orbital energy   0.532 eV
Kohn-Sham gap   9.37 eV

Here is the molecule C20H27FN4O4 from the Open Molecules 2025 dataset. Energies are from the ωB97M-V functional and the def2-TZVPD basis.

CARTESIAN COORDINATES (ANGSTROEM)
C: 0.750 3.401 -0.085
C: 0.313 2.516 -1.245
N: 0.471 1.090 -0.951
C: 1.828 0.624 -1.275
C: 2.192 -0.839 -1.038
C: 3.642 -1.066 -1.453
N: 1.958 -1.240 0.350
C: 2.434 -0.533 1.399
O: 3.304 0.325 1.321
C: 1.789 -0.876 2.695
C: 1.074 -1.997 3.077
C: 0.688 -1.706 4.390
O: -0.035 -2.509 5.200
N: 1.111 -0.522 4.788
N: 1.790 -0.021 3.738
C: 2.392 1.295 3.854
C: -0.589 0.293 -0.647
O: -0.541 -0.925 -0.592
C: -1.935 0.981 -0.320
C: -2.825 1.082 -1.567
C: -2.884 -0.180 -2.386
C: -2.184 -0.274 -3.582
C: -2.185 -1.444 -4.330
C: -2.902 -2.519 -3.854
F: -2.912 -3.665 -4.569
C: -3.614 -2.465 -2.672
C: -3.600 -1.289 -1.942
O: -2.637 0.227 0.632
C: -2.000 0.190 1.895
H: 0.692 4.455 -0.361
H: 0.113 3.239 0.786
H: 1.779 3.184 0.205
H: -0.713 2.732 -1.526
H: 0.918 2.733 -2.128
H: 1.999 0.823 -2.339
H: 2.528 1.244 -0.712
H: 1.541 -1.473 -1.633
H: 3.771 -0.852 -2.515
H: 4.313 -0.429 -0.879
H: 3.916 -2.106 -1.278
H: 1.054 -1.670 0.485
H: 0.880 -2.893 2.514
H: -0.125 -2.059 6.049
H: 3.476 1.221 3.888
H: 2.114 1.915 3.004
H: 2.013 1.727 4.775
H: -1.763 1.986 0.086
H: -3.820 1.356 -1.208
H: -2.476 1.901 -2.198
H: -1.623 0.582 -3.942
H: -1.645 -1.526 -5.264
H: -4.161 -3.336 -2.336
H: -4.133 -1.233 -1.002
H: -2.659 -0.349 2.571
H: -1.039 -0.332 1.850
H: -1.843 1.205 2.281

SMILES string   CCN(C[C@@H](C)NC(=O)c1cc(O)nn1C)C(=O)[C@@H](Cc1ccc(F)cc1)OC
HOMO   -0.3225 hartree
ΔE to the lowest compared entry with this formula, charge and spin   9.36 kcal per mole
Lowest unoccupied orbital energy   0.576 eV
Kohn-Sham gap   9.35 eV

Here is a structure of composition C4H5CuO5 from the Open Molecules 2025 dataset. Energies are from the ωB97M-V functional and the def2-TZVPD basis.

CARTESIAN COORDINATES (ANGSTROEM)
O: -2.447 -0.121 1.310
C: -2.195 -0.917 0.419
O: -2.693 -1.137 -0.675
O: -0.949 -1.702 0.702
Cu: -4.268 0.263 0.094
C: 0.130 -1.593 0.017
C: 0.337 -0.736 -1.080
H: 0.927 -2.269 0.339
H: -0.482 -0.191 -1.547
H: 1.295 -0.802 -1.595
H: 2.707 1.002 -0.154
O: 0.706 1.092 0.209
C: 1.832 1.534 0.262
O: 2.085 2.661 0.893
H: 3.014 2.916 0.806

HOMO (alpha / beta)   -0.5010 / -0.5099 hartree
ΔE to the lowest compared entry with this formula, charge and spin   13.67 kcal per mole
Lowest unoccupied orbital energy (alpha / beta)   -4.556 / -6.209 eV
Multiplicity   2
Kohn-Sham gap (alpha / beta)   9.08 / 7.67 eV
Charge   +1

Here is a structure of composition C24H22N2O5S from the Open Molecules 2025 dataset. Energies are from the ωB97M-V functional and the def2-TZVPD basis.

CARTESIAN COORDINATES (ANGSTROEM)
C: -10.361 -0.065 -0.358
H: -10.936 -0.634 -1.088
O: -8.958 -0.386 -0.833
C: -7.997 0.045 -0.195
C: -8.109 0.846 0.696
C: -7.029 1.434 1.472
C: -5.821 0.952 1.181
C: -5.661 0.147 -0.122
C: -6.850 -0.330 -0.688
H: -6.690 -1.123 -1.400
C: -4.390 -0.171 -0.490
O: -4.286 -0.580 -1.782
C: -3.236 -0.676 0.362
C: -2.003 -0.761 0.112
N: -0.978 -1.039 0.783
C: 0.258 -1.391 0.718
C: 0.809 -1.691 -0.671
C: 2.053 -1.910 -0.890
C: 3.077 -1.913 0.016
C: 2.522 -1.820 1.506
C: 1.192 -1.542 1.553
H: 0.783 -1.321 2.819
H: 3.248 -1.905 2.248
S: 4.622 -2.350 -0.063
O: 4.907 -2.288 -1.888
O: 5.202 -3.466 0.576
N: 5.496 -1.249 0.415
C: 5.119 0.400 0.178
C: 4.335 0.548 -0.855
C: 4.021 1.840 -1.083
C: 4.233 2.982 -0.248
C: 4.884 2.497 0.835
C: 5.362 1.265 1.187
H: 5.838 0.833 2.050
H: 5.089 3.194 1.725
C: 3.761 4.439 -0.437
O: 3.026 4.472 -1.594
C: 4.143 5.352 0.742
H: 5.211 5.418 0.560
H: 3.651 6.412 0.207
H: 3.818 5.067 1.627
H: 3.325 2.231 -1.818
H: 4.166 -0.211 -1.692
H: 5.894 -1.409 1.318
H: 2.346 -1.934 -2.050
H: 0.253 -1.466 -1.564
H: -1.077 -1.009 1.940
H: -1.723 -1.155 -0.942
H: -3.459 -0.235 1.412
H: -4.972 1.564 1.507
H: -7.025 2.316 2.150
H: -9.065 1.429 1.146
H: -10.369 1.068 -0.713
H: -10.564 -0.383 0.703

HOMO   -0.3098 hartree
ΔE to the lowest compared entry with this formula, charge and spin   452.38 kcal per mole
Lowest unoccupied orbital energy   -1.261 eV
Kohn-Sham gap   7.17 eV

Here is the molecule C4H7NOS from the Open Molecules 2025 dataset. Energies are from the ωB97M-V functional and the def2-TZVPD basis.

CARTESIAN COORDINATES (ANGSTROEM)
C: 0.621 1.987 1.174
C: -0.262 0.735 1.241
C: -0.163 -0.121 0.034
C: -0.209 -2.224 -2.189
H: 1.642 1.637 0.989
H: 0.342 2.674 0.354
H: 0.635 2.494 2.161
H: -1.309 0.933 1.430
H: 0.122 0.106 2.069
H: 0.458 -1.391 -2.290
H: -0.119 -3.021 -2.884
N: -1.078 -2.399 -1.286
O: 0.703 -0.018 -0.815
S: -1.383 -1.390 0.013

SMILES string   C=NSC(=O)CC
HOMO   -0.3397 hartree
ΔE to the lowest compared entry with this formula, charge and spin   30.10 kcal per mole
Lowest unoccupied orbital energy   0.802 eV
Kohn-Sham gap   10.05 eV

Here is a cluster of 8 separate species, C16H32Br16 in total from the Open Molecules 2025 dataset. Energies are from the ωB97M-V functional and the def2-TZVPD basis.

CARTESIAN COORDINATES (ANGSTROEM)
Br: 8.055 30.787 -5.712
C: 6.417 30.377 -4.682
C: 5.369 29.608 -5.513
Br: 3.814 29.384 -4.317
H: 6.016 31.327 -4.328
H: 6.619 29.682 -3.867
H: 5.720 28.663 -5.928
H: 4.995 30.184 -6.359
Br: 12.199 32.780 -11.361
C: 12.850 34.666 -11.612
C: 12.923 35.096 -13.047
Br: 13.906 36.842 -13.183
H: 13.835 34.760 -11.154
H: 12.100 35.239 -11.066
H: 11.965 35.245 -13.546
H: 13.414 34.321 -13.636
Br: 5.566 35.936 -7.295
C: 5.651 34.295 -8.371
C: 7.007 34.186 -9.038
Br: 8.464 33.802 -7.778
H: 4.806 34.468 -9.036
H: 5.426 33.355 -7.866
H: 7.288 35.111 -9.542
H: 6.892 33.403 -9.787
Br: 9.460 29.314 -9.873
C: 11.291 28.748 -10.488
C: 12.261 28.757 -9.210
Br: 13.967 28.120 -9.845
H: 11.492 29.406 -11.333
H: 11.155 27.725 -10.839
H: 11.818 28.128 -8.437
H: 12.388 29.702 -8.683
Br: 7.926 36.903 -1.545
C: 8.627 36.535 -3.360
C: 10.179 36.588 -3.510
Br: 10.726 35.711 -5.178
H: 8.186 37.253 -4.051
H: 8.425 35.497 -3.625
H: 10.610 35.959 -2.731
H: 10.718 37.535 -3.502
Br: 17.379 35.137 -10.860
C: 17.014 34.734 -8.915
C: 16.890 33.219 -8.637
Br: 15.378 32.476 -9.646
H: 16.056 35.158 -8.614
H: 17.854 35.134 -8.348
H: 16.792 32.971 -7.581
H: 17.848 32.884 -9.036
Br: 13.586 34.261 -7.177
C: 12.261 32.809 -7.735
C: 11.248 32.403 -6.687
Br: 12.199 31.478 -5.154
H: 12.721 32.017 -8.325
H: 11.707 33.393 -8.470
H: 10.450 31.769 -7.073
H: 10.751 33.244 -6.204
Br: 15.494 37.975 -9.001
C: 14.577 38.104 -7.232
C: 15.337 37.378 -6.185
Br: 14.397 37.633 -4.427
H: 13.556 37.722 -7.222
H: 14.442 39.153 -6.972
H: 16.368 37.693 -6.022
H: 15.310 36.316 -6.428

HOMO (alpha / beta)   -0.0167 / -0.2198 hartree
ΔE to the lowest compared entry with this formula, charge and spin   13.33 kcal per mole
Lowest unoccupied orbital energy (alpha / beta)   1.804 / 1.796 eV
Multiplicity   2
Kohn-Sham gap (alpha / beta)   2.26 / 7.78 eV
Charge   -1

Here is a cluster of 2 separate species, C3H4FNS in total from the Open Molecules 2025 dataset. Energies are from the ωB97M-V functional and the def2-TZVPD basis.

CARTESIAN COORDINATES (ANGSTROEM)
C: 0.275 0.390 0.757
C: -0.028 1.044 -0.579
C: 0.274 -0.154 -1.417
H: -1.551 -0.691 0.768
H: -0.025 -1.769 1.867
H: -0.205 2.326 -0.618
H: 0.339 -1.321 -0.959
N: -0.679 -0.556 1.076
F: 0.030 -0.018 -2.653
S: 1.571 0.749 1.756

HOMO   -0.2984 hartree
ΔE to the lowest compared entry with this formula, charge and spin   137.27 kcal per mole
Lowest unoccupied orbital energy   -0.773 eV
Kohn-Sham gap   7.35 eV

Here is a structure of composition C24H19IN3O2V from the Open Molecules 2025 dataset. Energies are from the ωB97M-V functional and the def2-TZVPD basis.

CARTESIAN COORDINATES (ANGSTROEM)
V: 0.000 0.485 -0.618
C: -3.026 -1.211 -1.080
C: -3.239 0.206 -0.652
C: -4.530 0.657 -0.381
C: -4.732 1.951 0.042
C: -3.634 2.789 0.174
C: -2.381 2.293 -0.121
N: -2.177 1.014 -0.517
C: -1.169 3.150 -0.008
C: -1.204 4.527 0.154
C: -0.005 5.215 0.235
C: 1.196 4.529 0.154
C: 1.164 3.153 -0.007
N: -0.002 2.501 -0.086
C: 2.377 2.298 -0.121
C: 3.630 2.796 0.175
C: 4.729 1.960 0.044
C: 4.530 0.666 -0.379
C: 3.239 0.212 -0.651
C: 3.028 -1.206 -1.078
N: 2.176 1.019 -0.516
H: -2.702 -1.811 -0.226
H: -2.258 -1.293 -1.845
H: -3.956 -1.636 -1.450
H: -5.361 -0.023 -0.502
H: -5.726 2.312 0.268
H: -3.761 3.805 0.513
H: -2.139 5.063 0.196
H: -0.005 6.290 0.350
H: 2.131 5.067 0.197
H: 3.755 3.812 0.513
H: 5.722 2.323 0.270
H: 5.362 -0.013 -0.499
H: 2.705 -1.805 -0.223
H: 3.960 -1.630 -1.447
H: 2.261 -1.289 -1.843
I: 0.005 -7.902 1.939
C: 0.004 -5.911 1.326
C: 0.003 -4.901 2.281
C: 0.002 -3.579 1.869
C: 0.003 -3.272 0.512
C: 0.003 -4.291 -0.436
C: 0.004 -5.615 -0.032
C: 0.002 -1.859 0.074
O: 0.001 -0.913 0.923
O: 0.002 -1.565 -1.163
H: 0.003 -5.146 3.333
H: 0.002 -2.776 2.593
H: 0.004 -4.035 -1.487
H: 0.005 -6.410 -0.765

HOMO (alpha / beta)   -0.3905 / -0.3970 hartree
ΔE to the lowest compared entry with this formula, charge and spin   0.00 kcal per mole
Lowest unoccupied orbital energy (alpha / beta)   -3.669 / -3.715 eV
Multiplicity   4
Kohn-Sham gap (alpha / beta)   6.96 / 7.09 eV
Charge   +1

Let's list calculated total energy in order: -270.36675 -11007.76298 -1026.35053 -311.00783 -301.35983 -1398.18123 -2171.75862 -1810.93429 -684.75910 -41813.03607 -669.28035 -2482.36988 Eh.